(1)
51
Properties=species:S:1:pos:R:3 method="wB97M-V/def2-TZVPD" e_above_lowest_kcal_mol=2.6 e_tot_ev=-83481.204 total_charge=-2 gap_ev="4.15 / 3.52" homo_ha="0.038 / 0.063"
Ga 0.50995 -0.94259 0.74606
C 2.32021 0.47848 1.34833
C 2.38067 -0.52704 0.27511
C 2.30728 0.23508 -0.97906
H 2.86013 -1.49986 0.37608
C 2.07201 1.57483 -0.64838
C 2.08393 1.72094 0.76148
H 2.00359 2.67818 1.29623
H 2.64517 0.28490 2.38464
H 2.58509 -0.16299 -1.93789
H 2.00555 2.39304 -1.35547
C -2.34774 0.43157 0.87461
C -1.90850 1.72089 1.26806
C -1.47616 2.40324 0.11268
H -1.94532 2.11724 2.29176
C -1.68783 1.56896 -1.00195
C -2.20778 0.33569 -0.53617
H -2.48497 -0.52973 -1.14049
H -2.77613 -0.31888 1.52567
H -1.06602 3.42714 0.08434
H -1.54060 1.84730 -2.04965
O 0.31571 -2.94911 -0.02874
C -0.35675 -0.43782 -4.30187
C 0.16731 -1.51228 -3.62380
C 0.44905 0.82100 -4.25958
C -1.85636 -0.40414 -4.42135
C 0.53198 -2.94827 -1.28297
H 1.26606 -1.57293 -3.51577
H -0.37793 -2.46237 -3.73811
H -0.07647 -3.43886 -1.99564
H 1.44583 -2.55841 -1.69292
H 0.34310 1.31562 -5.22488
H 1.51045 0.59351 -4.08845
H 0.10429 1.47775 -3.44924
H -2.11754 -0.43824 -5.47575
H -2.24143 0.52396 -3.98390
H -2.31298 -1.27225 -3.93271
C 0.88793 -1.72638 4.90301
Si -0.10588 -0.42953 3.99900
C -1.82232 -0.43020 4.73910
C 0.65166 1.25177 4.32928
O -0.19827 -0.78857 2.38754
H 0.79236 -1.53459 5.97496
H 1.94816 -1.70676 4.64772
H 0.52886 -2.73763 4.70691
H -1.74094 -0.38164 5.82840
H -2.42301 0.41980 4.41453
H -2.38242 -1.33264 4.49139
H 1.66968 1.35486 3.95733
H 0.07135 2.05942 3.88131
H 0.68737 1.43233 5.40701

---

(2)
7
Properties=species:S:1:pos:R:3 method="wB97M-V/def2-TZVPD" e_above_lowest_kcal_mol=195.2 e_tot_ev=-8240.131 gap_ev="9.32 / 7.24" homo_ha="-0.320 / -0.270"
C 0.87668 0.28583 -1.58127
C -0.63315 0.11192 0.90749
O 1.76122 -0.39711 -1.30176
O -1.01289 -1.13025 1.07773
O 0.01455 -0.56095 1.89048
H 0.12629 0.68573 -2.22694
H -1.13270 1.00482 1.23427